{"formula": "C52H94N12", "method": "the ωB97M-V functional and the def2-TZVPD basis", "e_lumo_ha": -0.5430, "charge": 8, "elements": ["C", "N", "C", "C", "C", "C", "C", "C", "C", "C", "N", "C", "C", "C", "H", "H", "H", "H", "H", "H", "H", "H", "H", "H", "H", "H", "H", "H", "C", "C", "N", "C", "C", "N", "C", "C", "H", "H", "H", "H", "H", "H", "H", "H", "H", "H", "H", "C", "C", "N", "C", "C", "N", "C", "C", "H", "H", "H", "H", "H", "H", "H", "H", "H", "H", "H", "C", "C", "N", "C", "C", "N", "C", "C", "H", "H", "H", "H", "H", "H", "H", "H", "H", "H", "H", "C", "C", "N", "C", "C", "N", "C", "C", "H", "H", "H", "H", "H", "H", "H", "H", "H", "H", "H", "C", "C", "C", "N", "C", "C", "C", "C", "C", "H", "H", "H", "H", "H", "H", "H", "H", "H", "H", "H", "H", "H", "H", "H", "H", "H", "H", "C", "C", "C", "N", "C", "C", "C", "C", "C", "H", "H", "H", "H", "H", "H", "H", "H", "H", "H", "H", "H", "H", "H", "H", "H", "H", "H"], "xyz": [[9.527, 6.329, -11.418], [8.075, 6.601, -11.045], [7.116, 5.704, -11.411], [5.806, 5.864, -11.116], [5.400, 7.033, -10.509], [6.382, 7.889, -10.093], [7.715, 7.631, -10.294], [3.971, 7.321, -10.372], [3.451, 8.379, -9.612], [2.067, 8.496, -9.340], [1.186, 7.563, -9.762], [1.666, 6.624, -10.604], [3.006, 6.525, -10.938], [-0.260, 7.646, -9.472], [10.189, 6.944, -10.865], [9.615, 6.555, -12.459], [9.755, 5.290, -11.165], [7.574, 4.888, -11.894], [5.133, 5.048, -11.310], [6.139, 8.816, -9.500], [8.452, 8.315, -9.858], [3.967, 9.302, -9.427], [1.613, 9.316, -8.716], [0.915, 5.953, -11.074], [3.241, 5.722, -11.598], [-0.864, 7.056, -10.146], [-0.525, 8.648, -9.493], [-0.315, 7.134, -8.543], [-3.487, 6.020, 5.044], [-4.356, 7.123, 5.456], [-5.593, 6.688, 6.055], [-6.094, 5.363, 6.057], [-7.083, 5.371, 7.018], [-7.282, 6.637, 7.498], [-6.309, 7.426, 6.943], [-8.377, 7.101, 8.416], [-3.537, 5.761, 3.956], [-3.666, 5.021, 5.525], [-2.471, 6.242, 5.346], [-4.563, 7.835, 4.634], [-3.836, 7.719, 6.264], [-5.794, 4.509, 5.491], [-7.706, 4.517, 7.350], [-6.262, 8.527, 7.138], [-8.311, 8.187, 8.560], [-8.286, 6.559, 9.306], [-9.295, 6.744, 7.851], [0.498, -1.243, 2.283], [1.229, -0.980, 0.922], [2.156, 0.155, 1.018], [1.835, 1.498, 1.087], [3.012, 2.132, 1.172], [4.037, 1.221, 1.371], [3.458, 0.028, 1.220], [5.545, 1.553, 1.414], [-0.147, -2.084, 2.148], [0.008, -0.394, 2.769], [1.300, -1.484, 3.024], [0.459, -0.643, 0.224], [1.724, -1.858, 0.532], [0.801, 1.773, 1.087], [3.339, 3.162, 1.206], [3.963, -0.921, 1.320], [6.204, 0.839, 2.017], [5.785, 2.623, 1.827], [5.864, 1.429, 0.395], [-7.232, -7.064, 6.894], [-6.869, -7.613, 8.231], [-7.848, -7.246, 9.263], [-8.988, -7.848, 9.610], [-9.592, -7.268, 10.635], [-8.769, -6.173, 10.983], [-7.709, -6.236, 10.173], [-9.104, -5.102, 12.008], [-6.614, -7.624, 6.172], [-6.960, -6.032, 6.814], [-8.277, -7.229, 6.788], [-5.953, -7.243, 8.642], [-6.714, -8.659, 8.301], [-9.270, -8.839, 9.242], [-10.329, -7.594, 11.330], [-6.970, -5.415, 10.204], [-8.350, -5.175, 12.841], [-10.125, -5.259, 12.299], [-9.035, -4.134, 11.509], [-3.360, -9.059, -9.394], [-4.578, -10.040, -9.466], [-5.967, -9.476, -9.364], [-6.333, -8.327, -8.749], [-7.697, -8.241, -8.833], [-8.116, -9.288, -9.587], [-7.059, -10.106, -9.788], [-9.528, -9.463, -9.915], [-3.518, -8.188, -10.063], [-2.484, -9.613, -9.740], [-3.147, -8.672, -8.393], [-4.463, -10.761, -8.684], [-4.417, -10.533, -10.333], [-5.653, -7.755, -8.202], [-8.331, -7.464, -8.540], [-7.118, -11.027, -10.337], [-9.738, -10.462, -10.239], [-9.918, -8.700, -10.626], [-10.100, -9.293, -8.952], [8.715, 8.247, 4.743], [9.184, 8.004, 6.476], [9.065, 6.851, 5.577], [7.600, -0.989, 6.570], [8.277, -1.592, 7.578], [6.750, -1.661, 5.678], [5.634, -0.844, 5.323], [5.583, 0.247, 6.120], [6.823, 0.189, 7.045], [9.584, 8.587, 3.859], [-4.314, 6.546, -2.459], [7.738, 8.881, 4.515], [-4.672, -4.104, -1.509], [6.482, 4.110, -4.432], [9.834, 6.407, 5.192], [8.357, 6.013, 5.727], [7.752, -2.024, 8.576], [9.135, -0.789, 7.711], [8.802, -2.270, 7.164], [6.945, -2.712, 5.796], [4.683, -11.629, -7.853], [-8.979, -0.608, 4.843], [5.015, -1.680, 4.734], [-5.481, -4.010, -8.486], [4.811, 1.029, 5.786], [6.637, -0.169, 8.101], [7.151, 1.255, 6.815], [5.849, 1.030, 15.579], [5.774, 1.349, 14.332], [5.353, 1.948, 13.054], [1.897, -6.822, -4.288], [3.500, -6.843, -4.167], [0.930, -6.298, -3.465], [-0.278, -6.798, -3.898], [0.001, -7.606, -5.016], [1.368, -7.576, -5.338], [4.970, 7.653, -1.796], [-3.085, -0.523, 7.390], [12.358, 9.332, -0.750], [-1.841, 3.569, 1.756], [1.605, 2.358, 13.993], [5.718, 2.977, 12.818], [4.744, 1.782, 12.230], [3.786, -7.894, -4.263], [3.568, -6.394, -3.147], [3.931, -6.130, -4.846], [1.209, -5.522, -2.810], [-0.122, 7.778, 0.263], [-7.851, 7.445, 11.779], [-1.124, -6.144, -3.620], [-0.541, -8.249, -5.738], [5.317, -4.464, -8.980], [1.661, -7.106, -6.251], [1.667, -8.662, -5.660]], "mulliken_charge": [-0.89, -0.01, -0.45, -0.67, 1.29, -0.62, -0.19, 1.08, -0.63, -0.30, 0.07, -0.24, -0.69, -0.89, 0.35, 0.37, 0.37, 0.51, 0.36, 0.22, 0.40, 0.32, 0.40, 0.36, 0.40, 0.33, 0.36, 0.39, -1.30, -0.14, 0.14, -0.37, -0.45, 0.09, -0.10, -0.71, 0.34, 0.34, 0.33, 0.30, 0.34, 0.45, 0.41, 0.36, 0.31, 0.23, 0.34, -0.98, -0.58, 0.14, -0.53, -0.52, 0.17, -0.08, -0.71, 0.37, 0.37, 0.25, 0.33, 0.37, 0.57, 0.47, 0.38, 0.26, 0.28, 0.38, -0.96, -0.72, 0.14, -0.37, -0.28, 0.07, -0.10, -0.80, 0.31, 0.32, 0.36, 0.38, 0.46, 0.39, 0.44, 0.37, 0.31, 0.33, 0.35, -1.22, -0.38, 0.13, -0.28, -0.64, 0.09, -0.01, -0.79, 0.36, 0.38, 0.29, 0.32, 0.44, 0.43, 0.47, 0.39, 0.33, 0.32, 0.34, -0.52, -0.02, -0.39, 0.07, -1.15, -0.11, -0.15, -0.43, -0.30, 0.19, 0.03, 0.25, -0.05, -0.10, 0.30, 0.19, 0.37, 0.39, 0.56, 0.44, 0.08, 0.07, 0.28, 0.03, 0.36, 0.36, 0.29, -0.19, 0.07, -0.46, 0.03, -0.74, 0.03, -0.74, -0.09, -0.46, 0.01, -0.08, 0.24, -0.23, 0.17, 0.25, 0.33, 0.34, 0.28, 0.34, 0.48, -0.03, 0.12, 0.35, 0.40, -0.07, 0.40, 0.37]}